{"formula": "C11H16F5N2O", "method": "wB97M-V/def2-TZVPD", "e_tot_ha": -1112.63830, "gap_ev": 4.31, "e_lumo_ev": 2.55, "total_charge": -1, "species": ["O", "C", "C", "F", "F", "C", "F", "F", "F", "H", "H", "C", "C", "C", "C", "N", "H", "H", "H", "H", "H", "H", "H", "C", "C", "C", "C", "N", "H", "H", "H", "H", "H", "H", "H"], "coordinates": [[-1.69491, -2.48344, 0.00096], [-1.67107, -2.92567, 1.40806], [-0.49229, -4.02439, 1.70939], [-0.21637, -4.95295, 0.55954], [0.77918, -3.23744, 1.89476], [-0.69862, -4.85526, 3.13035], [-1.25496, -3.98697, 4.21989], [-1.65632, -6.00561, 2.98835], [0.64403, -5.42541, 3.46543], [-2.18459, -1.58705, 0.04160], [-1.35843, -1.94521, 2.01157], [2.31419, -0.23031, 1.40714], [1.83760, 1.20593, 1.59889], [0.36668, 1.29484, 2.01038], [-0.50653, 0.67448, 0.93193], [-1.23093, 0.15984, 0.03733], [1.77125, -0.73197, 0.59991], [3.37619, -0.24611, 1.14234], [2.18292, -0.81328, 2.32590], [1.99707, 1.76003, 0.66574], [2.45400, 1.68537, 2.36745], [0.07793, 2.34213, 2.14843], [0.19938, 0.76900, 2.95662], [-0.13849, 2.99483, -4.65825], [-1.08841, 2.43393, -3.60482], [-0.83330, 3.00565, -2.20878], [0.57936, 2.66350, -1.76414], [1.75124, 2.37970, -1.39528], [0.90308, 2.73780, -4.44114], [-0.37613, 2.58069, -5.64325], [-0.21948, 4.08618, -4.71839], [-0.98920, 1.34173, -3.58345], [-2.11938, 2.65791, -3.90053], [-1.54739, 2.58356, -1.49381], [-0.95732, 4.09398, -2.21012]]}

***

{"formula": "C11H16I2O3", "method": "wB97M-V/def2-TZVPD", "e_tot_ha": -1249.55910, "gap_ev": 8.37, "e_lumo_ev": -0.53, "species": ["C", "C", "O", "C", "C", "C", "C", "I", "C", "C", "I", "C", "C", "O", "C", "O", "H", "H", "H", "H", "H", "H", "H", "H", "H", "H", "H", "H", "H", "H", "H", "H"], "coordinates": [[4.21734, 1.43421, -0.75425], [3.86570, 0.41242, 0.50290], [2.50866, 0.78330, 1.02558], [1.46598, 0.01662, 0.30615], [-0.07251, 0.47018, 0.64757], [-1.22951, -0.57158, 0.08817], [-2.11372, 0.37635, -0.90871], [-1.48971, 0.52289, -3.04784], [-3.29746, 1.20173, -0.54649], [-3.84972, 1.24430, 0.99403], [-4.32090, 2.40721, -2.11839], [-0.73856, -1.77420, -0.96644], [-0.53237, -3.07619, 0.06332], [-1.83948, -3.00768, 0.79518], [-1.94205, -1.56191, 1.17428], [-2.54635, -1.36231, 2.34625], [4.66875, 0.86392, -1.69686], [3.25616, 2.01818, -1.14417], [5.03208, 2.20971, -0.39520], [3.87095, -0.70190, 0.14374], [4.65176, 0.61739, 1.37140], [1.64064, 0.25255, -0.85143], [1.65656, -1.15751, 0.40630], [-0.23805, 1.52557, 0.11494], [-0.16468, 0.69018, 1.80600], [-4.75321, 2.02360, 1.00564], [-4.33336, 0.18977, 1.23597], [-3.08055, 1.61113, 1.79537], [0.22001, -1.58302, -1.61046], [-1.68178, -2.16546, -1.58497], [0.45315, -3.13181, 0.69113], [-0.71988, -3.97218, -0.69666]]}

***

{"formula": "C11H16MnO8P", "method": "wB97M-V/def2-TZVPD", "e_tot_ha": -2521.61338, "gap_ev": [5.34, 5.25], "multiplicity": 4, "e_lumo_ev": [-15.67, -15.72], "total_charge": 3, "species": ["O", "C", "Mn", "O", "C", "C", "O", "C", "O", "C", "O", "H", "C", "C", "O", "P", "O", "C", "C", "O", "C", "C", "H", "H", "H", "H", "H", "H", "H", "H", "H", "H", "H", "H", "H", "H", "H"], "coordinates": [[1.54627, 1.06867, -7.07928], [1.18122, 0.63824, -6.07585], [-0.33714, -1.12773, -2.63278], [-1.23489, 1.23953, -4.13721], [-0.76438, 0.32928, -3.58834], [-1.64430, -0.78715, -1.44405], [-2.57306, -0.49772, -0.79828], [1.01805, -2.02796, -1.74419], [1.74738, -2.75368, -1.21020], [-0.96923, -2.49981, -3.52535], [-1.35938, -3.43463, -4.11312], [1.04345, -0.58583, -3.10538], [-1.74070, 2.76448, 0.18556], [-0.29367, 2.80519, -0.22124], [0.09529, 1.38916, -0.45503], [1.29679, 0.51177, 0.21726], [1.65459, 1.51592, 1.48175], [0.80121, 1.31833, 2.70274], [1.55155, 0.43595, 3.65439], [0.58807, -0.75048, 0.93295], [-0.43236, -1.83870, 1.41755], [0.22617, -2.93046, 2.22293], [-2.30479, 2.38067, -0.66101], [-2.14417, 3.70971, 0.54500], [-1.85417, 2.01784, 0.95799], [-0.13136, 3.37660, -1.14110], [0.33413, 3.22960, 0.56580], [0.63012, 2.29700, 3.16004], [-0.15473, 0.88972, 2.39537], [2.54603, 0.86233, 3.82230], [1.02250, 0.32839, 4.59697], [1.70327, -0.52950, 3.17299], [-1.17684, -1.31042, 1.99630], [-0.93196, -2.29760, 0.57425], [0.74941, -2.60044, 3.12940], [-0.60777, -3.56861, 2.55471], [0.91943, -3.56765, 1.64612]]}

***

{"formula": "C11H16MnOS8", "method": "wB97M-V/def2-TZVPD", "e_tot_ha": -4840.48514, "gap_ev": [6.28, 6.37], "multiplicity": 2, "e_lumo_ev": [-0.19, -0.19], "species": ["Mn", "C", "C", "S", "C", "C", "S", "C", "C", "S", "C", "C", "S", "H", "H", "H", "H", "H", "H", "H", "H", "H", "H", "H", "H", "H", "H", "H", "H", "O", "C", "S", "C", "C", "S", "S", "S"], "coordinates": [[-0.72552, 0.54114, 0.53240], [2.21698, -0.81342, -1.19271], [1.76445, -2.08211, -0.49798], [0.00828, -2.08683, -0.08814], [-0.68984, -2.35688, -1.72712], [-2.15228, -1.95984, -1.71294], [-2.47971, -0.25890, -1.20453], [-1.87452, 0.61753, -2.65905], [-1.80769, 2.09094, -2.32123], [-0.47163, 2.50337, -1.18106], [0.98861, 2.15923, -2.18334], [2.16665, 1.93803, -1.24808], [1.93529, 0.58049, -0.08664], [1.67448, -0.65366, -2.12528], [3.28360, -0.87091, -1.41668], [2.27413, -2.19936, 0.45946], [1.98794, -2.95902, -1.10652], [-0.60532, -3.41791, -1.96718], [-0.12481, -1.79146, -2.46792], [-2.69967, -2.56658, -0.99003], [-2.60615, -2.11407, -2.69290], [-2.55356, 0.45010, -3.49715], [-0.89593, 0.21980, -2.92422], [-2.70322, 2.40756, -1.78197], [-1.72120, 2.69996, -3.22176], [1.18762, 3.02042, -2.82330], [0.81006, 1.29230, -2.81801], [2.32760, 2.81688, -0.62225], [3.08190, 1.75598, -1.81232], [-3.56859, 2.29446, 6.52351], [-3.06827, 2.00129, 5.47033], [-3.63129, 2.61377, 3.90446], [-2.45063, 1.77035, 2.92245], [-1.57312, 0.99679, 3.55433], [-0.33217, 0.08250, 2.73693], [-1.68672, 0.90883, 5.30191], [-2.47825, 1.97444, 1.19345]]}

***

{"formula": "C11H16N4O5", "method": "wB97M-V/def2-TZVPD", "e_tot_ha": -1023.91441, "gap_ev": 9.23, "e_lumo_ev": 0.46, "de_lowest_kj_mol": 420.2, "smiles": "N[C@@H](Cc1c[nH]cn1)C(=O)N[C@@H](CCC(=O)O)C(=O)O", "species": ["N", "C", "C", "C", "C", "N", "C", "N", "C", "O", "N", "C", "C", "C", "C", "O", "O", "C", "O", "O", "H", "H", "H", "H", "H", "H", "H", "H", "H", "H", "H", "H", "H", "H", "H", "H"], "coordinates": [[-0.01922, 1.53997, -2.63504], [0.21894, 1.00370, -1.33986], [1.59023, 1.05931, -0.67535], [2.52129, -0.00794, -0.85744], [3.78318, -0.18407, -1.41679], [3.86440, -1.52690, -1.74292], [2.65337, -2.17725, -1.48635], [1.81308, -1.28061, -1.02345], [-0.68144, 1.84948, -0.50827], [-1.34146, 2.78877, -0.98285], [-0.90146, 1.49570, 0.85803], [-2.02474, 0.53555, 0.85510], [-1.98778, -0.14782, 2.21868], [-0.63044, -0.96707, 2.32005], [-0.86601, -2.32340, 1.58186], [-1.88291, -2.97118, 1.78567], [0.16777, -2.79549, 0.78766], [-3.30637, 1.32354, 0.59446], [-3.34956, 2.47877, 0.83375], [-4.41809, 0.52911, 0.52156], [0.72612, 1.31069, -3.33231], [-0.51650, 2.50507, -2.48032], [-0.16674, -0.00649, -1.30544], [1.42330, 1.01288, 0.45296], [1.99211, 2.13905, -1.10142], [4.70854, 0.39030, -1.32655], [4.66636, -1.71558, -2.26348], [2.59143, -3.27458, -1.58476], [-1.24361, 2.31772, 1.43950], [-1.66468, -0.18875, 0.16389], [-2.75132, -0.89087, 2.28432], [-2.08701, 0.48847, 3.13593], [0.30714, -0.51437, 1.86641], [-0.02279, -1.14619, 3.24464], [0.98862, -2.28419, 0.83963], [-4.15377, -0.36535, 0.27848]]}

***

{"formula": "C11H16NO2", "method": "wB97M-V/def2-TZVPD", "e_tot_ha": -633.69241, "gap_ev": 9.14, "e_lumo_ev": -2.73, "de_lowest_kj_mol": 0.0, "total_charge": 1, "species": ["C", "C", "C", "C", "C", "C", "C", "C", "C", "C", "C", "N", "O", "O", "H", "H", "H", "H", "H", "H", "H", "H", "H", "H", "H", "H", "H", "H", "H", "H"], "coordinates": [[4.49342, -0.39117, -0.41208], [3.72784, 0.31922, -1.32419], [3.99203, -0.65374, 0.85242], [2.47042, 0.76963, -0.97813], [2.72553, -0.22688, 1.20277], [1.95512, 0.49748, 0.29096], [-2.18798, 0.92152, -0.52387], [-0.52400, -0.79650, -0.15852], [-1.34126, 2.08304, 0.00852], [0.57887, 0.89208, 0.60166], [-2.89543, -1.39113, -0.11865], [-1.87591, -0.35636, 0.16670], [0.04553, 1.86054, -0.18038], [0.12241, 0.87621, 1.88376], [5.47610, -0.74220, -0.68366], [4.11444, 0.52060, -2.31018], [4.58739, -1.19633, 1.56975], [1.87657, 1.33671, -1.67594], [2.34849, -0.47698, 2.18549], [-3.23987, 1.15584, -0.35899], [-2.00843, 0.78846, -1.59331], [-0.32826, -0.84749, -1.21667], [-0.20291, -1.66192, 0.39943], [-1.57098, 2.99025, -0.55322], [-1.54505, 2.24972, 1.07180], [-2.81838, -1.69275, -1.16206], [-2.72307, -2.26257, 0.50913], [-3.89719, -1.00739, 0.06877], [-1.88102, -0.16321, 1.17956], [0.84608, 0.69267, 2.49773]]}